## i
C3H4FNO2 | wB97M-V/def2-TZVPD

Geometry as XYZ:
```
11
C3H4FNO2, DFT wB97M-V/def2-TZVPD
C -0.427 0.616 1.575
C 0.029 0.114 0.212
C -0.033 0.227 -2.033
H 0.141 1.511 1.833
H -1.504 0.925 1.558
H 0.566 1.035 -2.527
H -0.734 -0.330 -2.679
N 0.823 -0.791 -0.159
O 0.880 -0.832 -1.558
O -0.631 0.766 -0.833
F -0.403 -0.314 2.614
```

Molar mass   105.07 g/mol
Lowest unoccupied orbital energy   0.0288 Ha
Kohn-Sham gap   10.23 eV



## ii
C3H4FNO2 | wB97M-V/def2-TZVPD

Geometry as XYZ:
```
11
C3H4FNO2, DFT wB97M-V/def2-TZVPD
C 1.093 -0.328 -0.451
C 2.551 0.485 0.044
C -0.258 0.228 -0.274
N 3.677 -0.321 -0.033
O 3.602 -1.293 -0.771
O 4.663 -0.057 0.678
F 2.558 1.643 0.654
H 1.599 -1.207 -0.906
H -0.778 -0.580 0.077
H -0.131 1.064 0.420
H -0.769 0.428 -1.194
```

Molar mass   105.07 g/mol
Lowest unoccupied orbital energy (alpha / beta)   -0.0385 / -0.0540 Ha
Kohn-Sham gap (alpha / beta)   8.44 / 7.92 eV



So which one wins? Going from most stable to least: i, ii.



## i
C3H11NO4 | wB97M-V/def2-TZVPD

Geometry as XYZ:
```
19
C3H11NO4, DFT wB97M-V/def2-TZVPD
C -0.755 1.057 0.661
N 0.600 1.236 0.598
C 1.501 0.388 1.344
C 2.168 -0.624 0.398
O 1.780 -0.448 -0.958
O -1.557 1.525 -0.114
H -0.987 0.455 1.525
H 1.099 1.766 -0.093
H 2.201 0.993 1.927
H 0.926 -0.069 2.164
H 3.242 -0.364 0.295
H 2.071 -1.713 0.624
H 0.955 -0.911 -1.171
H -2.633 0.656 -1.776
H -3.338 0.565 -0.565
O -3.157 -0.028 -1.331
H -1.503 -2.196 -1.400
H -1.682 -0.821 -1.018
O -0.929 -1.468 -1.110
```

Molar mass   125.12 g/mol
Lowest unoccupied orbital energy   0.0292 Ha
Kohn-Sham gap   10.81 eV



## ii
C3H11NO4 | wB97M-V/def2-TZVPD

Geometry as XYZ:
```
19
C3H11NO4, DFT wB97M-V/def2-TZVPD
H 1.365 -0.077 -0.476
O 2.003 0.470 -1.446
N 0.630 -0.788 0.222
H 2.787 0.840 -1.030
H 1.232 -1.540 0.550
H 0.005 -1.297 -0.408
C 0.001 0.136 1.177
H 0.684 0.706 1.800
C -0.589 1.359 0.306
O -1.291 2.151 0.893
O -0.076 1.441 -0.871
H 1.056 1.176 -1.234
C -1.180 -0.511 1.951
H -0.978 -0.672 3.002
H -2.067 0.083 1.744
H -1.471 -1.425 1.420
O -0.602 -1.062 -2.424
H -0.044 -0.263 -2.488
H -1.466 -0.726 -2.689
```

Molar mass   125.12 g/mol
Lowest unoccupied orbital energy   0.0145 Ha
Kohn-Sham gap   9.97 eV



So which one wins? Going from most stable to least: i, ii.



## i
C3H11NO4 | wB97M-V/def2-TZVPD

Geometry as XYZ:
```
19
C3H11NO4, DFT wB97M-V/def2-TZVPD
O 0.499 1.663 -1.444
C 0.043 1.157 -0.357
N 1.003 0.935 0.648
C 0.574 0.406 1.985
O 1.026 -0.826 2.126
C -1.460 1.149 -0.144
H 1.996 1.230 0.455
H -0.522 0.578 2.070
H 1.052 0.977 2.741
H 1.501 -1.318 1.367
H -1.859 2.181 -0.409
H -1.865 0.743 0.900
H -2.109 0.438 -0.713
H 2.750 0.251 -2.482
H 2.549 -0.838 -3.466
O 3.238 -0.350 -2.998
H -2.523 -2.800 0.647
H -3.014 -3.146 -0.758
O -2.880 -2.429 -0.168
```

Molar mass   125.12 g/mol
Lowest unoccupied orbital energy   0.0157 Ha
Kohn-Sham gap   10.24 eV



## ii
C3H11NO4 | wB97M-V/def2-TZVPD

Geometry as XYZ:
```
19
C3H11NO4, DFT wB97M-V/def2-TZVPD
O -0.826 1.729 0.952
C 0.098 1.090 0.530
O -0.001 0.230 -0.499
C 1.428 0.944 1.246
C 1.484 -0.345 2.059
N 2.486 1.041 0.234
H -0.705 0.365 -1.135
H 1.516 1.815 1.879
H 0.932 -0.356 3.001
H 1.028 -1.214 1.575
H 2.538 -0.526 2.261
H 3.364 0.951 0.663
H 2.443 0.238 -0.377
H -3.269 -3.281 1.503
H -2.817 -2.512 0.261
O -3.590 -2.805 0.734
H -0.600 -1.435 -4.722
H -0.532 -0.478 -3.509
O -0.302 -0.570 -4.436
```

Molar mass   125.12 g/mol
Lowest unoccupied orbital energy   0.0025 Ha
Kohn-Sham gap   10.00 eV



So which one wins? Going from most stable to least: ii, i.



## i
C3H11NO4 | wB97M-V/def2-TZVPD

Geometry as XYZ:
```
19
C3H11NO4, DFT wB97M-V/def2-TZVPD
C 1.405 0.518 0.011
N 0.984 -0.010 1.167
C -0.063 0.620 1.952
C -1.409 -0.121 1.789
O -1.299 -1.253 0.935
O 2.059 -0.067 -0.833
H 1.075 1.563 -0.064
H 1.166 -0.960 1.447
H 0.252 0.717 2.994
H -0.114 1.671 1.649
H -1.668 -0.604 2.732
H -2.249 0.480 1.454
H -1.368 -0.996 0.002
H 1.410 -1.007 -2.796
H 1.761 0.357 -2.953
O 1.074 -0.233 -3.277
H -1.661 -0.196 -2.454
H -0.235 -0.180 -2.093
O -1.120 -0.300 -1.662
```

Molar mass   125.12 g/mol
Lowest unoccupied orbital energy   0.0289 Ha
Kohn-Sham gap   10.80 eV



## ii
C3H11NO4 | wB97M-V/def2-TZVPD

Geometry as XYZ:
```
19
C3H11NO4, DFT wB97M-V/def2-TZVPD
C -0.818 0.182 -0.527
N 0.351 0.725 -1.009
C 1.505 -0.060 -1.286
C 2.018 -0.644 0.076
O 1.150 -1.596 0.626
O -1.742 1.012 -0.028
H -1.234 -0.479 -1.316
H -0.629 -0.459 0.396
H 2.203 0.618 -1.764
H 1.300 -0.934 -1.896
H 2.131 0.212 0.739
H 3.010 -1.081 -0.090
H 0.753 -2.099 -0.093
H 0.884 2.694 1.411
H 0.308 1.425 0.769
O 0.589 1.805 1.624
H -2.448 0.263 0.273
H -3.475 -1.555 0.231
O -2.589 -1.178 0.142
```

Molar mass   125.12 g/mol
Lowest unoccupied orbital energy   -0.1160 Ha
Kohn-Sham gap   5.95 eV



So which one wins? Going from most stable to least: i, ii.



## i
C4H5NO5 | wB97M-V/def2-TZVPD

Geometry as XYZ:
```
15
C4H5NO5, DFT wB97M-V/def2-TZVPD
C -2.168 -0.067 0.120
C -1.215 0.736 -0.794
C 1.303 0.759 -0.033
C 1.378 -0.694 -0.129
H -0.756 0.137 1.230
H -0.945 0.058 -1.567
H -1.769 1.548 -1.257
H -0.088 2.228 0.203
H 3.221 -0.439 0.147
N 0.025 1.270 -0.120
O -1.564 -0.428 1.313
O -3.291 -0.355 -0.284
O 2.293 1.382 0.346
O 2.630 -1.226 -0.096
O 0.479 -1.476 -0.392
```

Molar mass   147.09 g/mol
Lowest unoccupied orbital energy   -0.0337 Ha
Kohn-Sham gap   9.78 eV



## ii
C4H5NO5 | wB97M-V/def2-TZVPD

Geometry as XYZ:
```
15
C4H5NO5, DFT wB97M-V/def2-TZVPD
C 2.260 0.468 0.713
C 0.922 -0.212 1.268
C -0.709 -0.152 -0.685
C -2.292 -0.016 -0.786
H 1.506 -0.067 -1.176
H 0.787 0.100 2.372
H 0.742 -1.054 1.569
H -1.150 0.163 1.202
H -1.646 -0.160 -2.598
N -0.426 0.093 0.680
O 2.396 0.388 -0.604
O 3.115 0.827 1.478
O 0.072 -0.279 -1.519
O -2.598 -0.230 -2.115
O -2.979 0.132 0.202
```

Molar mass   147.09 g/mol
Lowest unoccupied orbital energy   -0.0161 Ha
Kohn-Sham gap   10.07 eV



So which one wins? Going from most stable to least: i, ii.



## i
C4H14N2OS | wB97M-V/def2-TZVPD

Geometry as XYZ:
```
22
C4H14N2OS, DFT wB97M-V/def2-TZVPD
C -0.344 1.048 0.197
N 0.754 0.084 0.042
C 0.536 -1.234 0.643
N 1.699 -2.085 0.603
C -1.227 1.200 -1.038
C -1.980 -0.053 -1.441
S -3.265 -0.565 -0.265
H -0.961 0.736 1.045
H 0.079 2.021 0.448
H 0.991 -0.026 -0.939
H -0.297 -1.786 0.187
H 0.263 -1.063 1.686
H 1.944 -2.320 -0.350
H 2.498 -1.609 1.005
H -1.927 2.023 -0.856
H -0.593 1.543 -1.862
H -2.512 0.104 -2.383
H -1.303 -0.886 -1.619
H -2.460 -1.095 0.663
H 2.247 0.973 0.848
H 2.861 1.495 2.169
O 2.997 1.493 1.217
```

Molar mass   138.24 g/mol
Lowest unoccupied orbital energy   0.0278 Ha
Kohn-Sham gap   10.12 eV



## ii
C4H14N2OS | wB97M-V/def2-TZVPD

Geometry as XYZ:
```
22
C4H14N2OS, DFT wB97M-V/def2-TZVPD
C -1.623 1.109 -1.743
N -1.273 -0.326 -1.805
C -0.346 -0.825 -0.771
C -0.989 -0.687 0.606
S -0.042 -1.521 1.936
C 1.033 -0.162 -0.819
N 1.949 -0.925 -1.662
H -1.067 1.731 -2.447
H -1.413 1.514 -0.764
H -2.688 1.208 -1.939
H -0.793 -0.452 -2.680
H -0.285 -1.877 -0.961
H -1.999 -1.064 0.661
H -1.001 0.363 0.907
H 0.351 -2.573 1.204
H 0.920 0.838 -1.237
H 1.429 0.037 0.184
H 1.758 -1.918 -1.607
H 2.917 -0.821 -1.380
H 1.729 3.578 1.703
H 0.655 4.712 1.554
O 0.845 3.865 1.952
```

Molar mass   138.24 g/mol
Lowest unoccupied orbital energy   0.0248 Ha
Kohn-Sham gap   9.58 eV



## iii
C4H14N2OS | wB97M-V/def2-TZVPD

Geometry as XYZ:
```
22
C4H14N2OS, DFT wB97M-V/def2-TZVPD
C -0.073 -1.051 -1.630
N -0.105 0.473 -1.248
C 1.081 0.909 -0.508
C 1.076 0.536 0.971
S 2.421 1.479 1.758
C -0.420 -2.043 -0.473
N -1.655 -2.804 -0.642
H 0.726 -1.258 -2.177
H -0.945 -1.146 -2.518
H -0.911 0.674 -0.609
H 1.975 0.441 -0.975
H 1.300 1.993 -0.702
H 1.356 -0.498 1.016
H 0.191 0.544 1.540
H 2.390 2.745 1.316
H -0.466 -1.514 0.509
H 0.327 -2.833 -0.382
H -2.462 -2.272 -0.409
H -1.862 -3.167 -1.528
H -4.193 1.669 -0.365
H -2.954 0.955 0.037
O -3.858 0.777 0.024
```

Molar mass   138.24 g/mol
Lowest unoccupied orbital energy   0.0198 Ha
Kohn-Sham gap   9.40 eV



So which one wins? Going from most stable to least: i, ii, iii.